(1)
Formula: C11H15BFNO2
Source: the OMol25 dataset
Level of theory: the ωB97M-V functional and the def2-TZVPD basis

```
31
Properties=species:S:1:pos:R:3:forces:R:3
C -0.358404 -3.365586 3.512514 0.4 0.6 -1.0
B 0.596115 -3.337175 2.249001 0.0 -0.1 0.2
O 0.504007 -4.385544 1.363553 0.3 -0.5 0.4
C 1.547941 -2.078475 2.060971 -0.7 -1.0 -0.1
C 2.406065 -1.982477 0.807797 0.6 0.1 0.7
N 1.478347 -1.469126 -0.157563 0.6 -0.3 -1.4
C 0.713881 -0.499484 0.390995 0.7 -2.1 2.1
O 0.216026 0.421162 -0.143978 -1.4 2.3 -1.5
C 0.581859 -0.890849 1.867992 0.4 0.7 0.0
H -0.100627 -2.574670 4.197614 0.0 0.2 0.5
H -1.361281 -3.157844 3.156511 -0.5 -0.1 0.0
H -0.341332 -4.322147 4.001264 -0.1 -0.5 0.2
H 1.344478 -4.829973 1.195021 -0.2 0.4 -0.5
H 2.138591 -2.038815 2.969071 0.2 0.5 0.2
H 3.208651 -1.270339 1.009036 0.2 0.3 -0.1
H 2.931606 -2.868825 0.491079 -0.3 -0.7 -0.2
H 1.750057 -1.394252 -1.127141 0.0 0.2 0.1
H -0.471906 -1.091352 2.010871 -0.3 -0.2 0.3
H 0.842422 -0.056069 2.506945 -0.1 0.3 0.0
F -3.130192 3.919890 -0.638364 0.0 0.0 0.0
C -2.296887 3.674334 -1.670257 0.2 0.0 -0.2
C -2.309630 4.526988 -2.756373 -0.1 0.2 0.0
C -1.449139 4.275213 -3.814581 0.1 -0.1 0.0
C -0.599545 3.177832 -3.775541 0.0 0.0 0.0
C -0.606758 2.331730 -2.674015 0.0 0.1 -0.1
C -1.457592 2.580388 -1.608755 -0.1 0.0 0.2
H -2.984481 5.372931 -2.768387 0.0 0.0 0.0
H -1.442205 4.937061 -4.670447 0.0 0.0 0.0
H 0.068557 2.982734 -4.604431 0.0 0.0 0.0
H 0.050527 1.474634 -2.638780 0.0 0.0 0.1
H -1.469152 1.938106 -0.741623 0.0 0.0 0.0
```
Forces are in eV/Å.

As for the net charge: 0. As for the LUMO energy: 0.272 eV. The calculation puts the HOMO-LUMO gap at 9.15 eV. As for the structure (SMILES): CB(O)[C@H]1CNC(=O)C1.Fc1ccccc1.

---

(2)
Formula: C5H8O2
Source: the OMol25 dataset
Level of theory: the ωB97M-V functional and the def2-TZVPD basis

```
15
Properties=species:S:1:pos:R:3:forces:R:3
C -1.695237 0.559958 -0.628885 0.1 0.0 -0.1
C -0.634058 0.208458 0.392296 0.2 -0.2 -0.4
C -0.033697 -1.163306 0.432292 0.0 -0.3 -0.3
O 1.551519 -1.432182 -0.382876 -1.1 0.1 -0.2
C 1.334983 -0.747600 0.770357 0.0 0.3 0.4
C 0.853591 0.687056 0.288560 0.2 0.5 0.4
O 1.242479 0.918444 -1.019811 0.4 0.2 0.1
H -2.602343 -0.041449 -0.475565 0.3 0.1 0.0
H -1.305848 0.358941 -1.627415 -0.1 0.1 0.0
H -1.985624 1.614112 -0.577478 0.1 -0.1 0.0
H -0.959945 0.488059 1.416270 0.2 -0.5 -0.3
H -0.430202 -2.095414 0.072078 -0.1 -0.5 0.8
H 1.918163 -0.918990 1.674678 0.1 -0.1 -0.2
H 1.130818 1.498614 0.952962 0.0 0.3 -0.1
H 1.607540 0.046861 -1.299834 -0.2 0.2 -0.1
```
Forces are in eV/Å.

As for the net charge: 0. The energy above the lowest of the compared OMol25 structures with the same formula, charge and spin comes out at 371.3 kJ/mol. As for the LUMO energy: 0.489 eV. The calculation puts the HOMO-LUMO gap at 10.24 eV.

---

(3)
Formula: C2H5Cl2
Source: the OMol25 dataset
Level of theory: the ωB97M-V functional and the def2-TZVPD basis

```
9
Properties=species:S:1:pos:R:3:forces:R:3
Cl -1.912139 1.885709 3.800418 -0.5 0.2 0.5
C 0.717720 1.319800 3.340149 0.4 0.0 0.3
C -0.634500 1.361129 2.662329 0.3 -0.4 -1.1
H 1.484059 0.994050 2.616819 -0.5 0.1 0.2
H 0.708480 0.611650 4.185759 0.0 0.3 -0.2
H 0.994100 2.317759 3.720009 -0.1 -0.3 -0.1
H -0.654300 2.071279 1.813359 0.1 -0.5 0.6
H -0.939320 0.368700 2.278139 0.3 0.7 0.2
Cl 0.991570 0.416510 0.198730 0.1 -0.1 -0.3
```
Forces are in eV/Å.

As for the net charge: -1. As for the LUMO energy: 3.535 eV. The calculation puts the HOMO-LUMO gap at 7.50 eV.